Entry 1:
Below is C16H35ClO2Sb as an isolated structure, with properties calculated with the ωB97M-V functional and the def2-TZVPD basis.

Structure (XYZ):
```
55
Properties=species:S:1:pos:R:3
C 1.6301 -0.6019 3.2065
C 1.4863 -2.1868 2.8106
C 1.3447 -2.4499 1.1680
C 2.2469 -1.2962 0.4311
C 2.6062 -1.6074 -1.1468
C 3.5184 -0.3027 -1.6593
C 2.5948 1.0467 -1.9088
C 2.9770 2.2959 -0.9181
C 1.8264 2.6904 0.1810
C 0.3833 3.1536 -0.5234
C -0.8409 2.9033 0.5419
C -2.0448 2.1150 -0.2791
C -2.9814 1.1680 0.7077
C -2.3444 -0.3213 0.9655
Sb -3.5500 -2.0021 0.1544
O -1.8638 -2.8253 -0.7557
C -3.9684 -0.9773 -1.7622
C -2.9611 -1.4105 -3.0023
O -3.2245 -2.5272 -3.7291
Cl -1.4952 -0.2850 -3.3749
H 1.5582 -0.5003 4.3936
H 2.6936 -0.1339 2.9320
H 0.8124 0.0557 2.6741
H 2.3890 -2.8076 3.2348
H 0.5102 -2.5906 3.3658
H 1.7224 -3.5526 0.9857
H 0.1906 -2.3332 0.8989
H 3.2675 -1.1870 0.9944
H 1.6035 -0.2934 0.4235
H 3.2760 -2.5515 -1.3188
H 1.6431 -1.5970 -1.8251
H 4.2239 -0.0532 -0.7296
H 4.2347 -0.5662 -2.5465
H 1.4345 0.8375 -1.8781
H 2.8185 1.4130 -3.0228
H 3.2258 3.2643 -1.5696
H 3.9829 2.0754 -0.3150
H 2.2840 3.5631 0.8548
H 1.5431 1.8307 0.9319
H 0.4974 4.3310 -0.6837
H 0.2216 2.6202 -1.5548
H -0.5183 2.3080 1.5167
H -1.1828 3.9719 0.9249
H -1.5105 1.3967 -1.0352
H -2.7656 2.8450 -0.8421
H -4.0821 1.1351 0.2645
H -3.0772 1.7172 1.7594
H -1.2560 -0.4024 0.5425
H -2.2798 -0.4954 2.1341
H -4.4345 -3.4137 -0.4219
H -3.1032 -2.9133 1.6099
H -5.0224 -1.4061 0.9122
H -1.2054 -2.0712 -0.9334
H -5.0838 -1.2713 -2.0628
H -3.9510 0.1957 -1.7213
```

The calculation puts the largest force on an atom at 9.418 eV/Å. As for the charge: -1. The highest occupied orbital energy comes out at -4.5 eV. Its spin multiplicity is 1.



Entry 2:
Below is an isolated ion of composition C2H6N3O2 and charge +1, with properties calculated with the ωB97M-V functional and the def2-TZVPD basis.

Structure (XYZ):
```
13
Properties=species:S:1:pos:R:3
N -1.3643 -1.1248 0.0859
C -0.4280 -0.2309 0.0825
C -0.5720 1.2155 0.1215
N 0.8132 1.7493 -0.1656
O 1.6387 0.7593 0.2372
N 0.8798 -0.5383 0.0739
O 1.4999 -1.6480 -0.1801
H -2.3736 -0.8873 0.1137
H -1.0610 -2.0827 0.0881
H -1.2382 1.4216 -0.7423
H -0.8340 1.6947 1.0265
H 0.8363 1.6339 -1.1500
H 2.2031 -1.9623 0.4088
```

The calculation puts the largest force on an atom at 3.932 eV/Å. As for the charge: +1. The highest occupied orbital energy comes out at -14.6 eV. Its energy relative to the best compared isomer or geometry (same formula, charge and spin) is 446.2 kJ/mol. Its spin multiplicity is 1. Its SMILES is [NH2+]=C1CNON1O.



Entry 3:
Below is a 9-piece molecular cluster, C25H68O9 overall, with properties calculated with the ωB97M-V functional and the def2-TZVPD basis.

Structure (XYZ):
```
102
Properties=species:S:1:pos:R:3
C 4.3915 2.0590 3.5995
C 5.2708 3.2047 4.1463
C 4.4080 4.3241 4.7299
O 6.1360 2.6839 5.1378
H 3.8458 1.5806 4.4128
H 5.0026 1.2856 3.1342
H 3.7046 2.5054 2.8805
H 5.9112 3.5853 3.3506
H 5.0768 5.1306 5.0308
H 3.8063 3.9499 5.5581
H 3.6534 4.7372 4.0606
H 6.6699 3.4557 5.3401
C 1.3244 4.6205 -4.7708
C 1.8099 3.7583 -3.5999
C 1.4369 4.3174 -2.2513
O 1.2782 2.4871 -3.7353
H 1.7307 4.1930 -5.6874
H 1.7116 5.6316 -4.6450
H 0.2417 4.6301 -4.8969
H 2.8929 3.7061 -3.7120
H 1.8261 5.3132 -2.0394
H 1.8241 3.6253 -1.5035
H 0.3477 4.3141 -2.2088
H 1.6896 2.1361 -4.5286
C 3.0492 -3.4726 4.9148
C 3.3827 -4.8772 5.2688
C 2.6010 -5.8489 4.5115
O 4.7616 -5.1956 5.1031
H 3.5841 -2.8583 5.6391
H 2.0255 -3.2035 5.1749
H 3.3254 -3.1944 3.8977
H 3.2066 -5.0330 6.3332
H 3.0775 -6.8282 4.4664
H 2.4504 -5.4130 3.5239
H 1.6142 -6.1128 4.8920
H 5.2261 -4.4160 4.7897
C -6.9774 3.7315 4.2344
C -6.5373 2.9309 2.9661
C -7.0539 3.5552 1.5681
O -5.1009 2.7620 2.9589
H -6.4340 4.6743 4.2964
H -6.7648 3.1302 5.1184
H -8.0342 3.9978 4.2151
H -7.2047 2.0817 3.1133
H -6.4106 3.4292 0.6972
H -7.0466 4.6206 1.7981
H -8.0160 3.1405 1.2671
H -4.8624 2.0350 3.5388
C 5.5435 -2.0718 -7.2802
C 4.1197 -1.9529 -6.7425
C 3.9457 -2.4563 -5.3749
O 3.8247 -0.5977 -6.7828
H 6.2694 -1.5346 -6.6699
H 5.6981 -1.6537 -8.2749
H 5.8650 -3.1133 -7.2722
H 3.4503 -2.4977 -7.4083
H 4.0633 -3.5395 -5.3448
H 2.9132 -2.2941 -5.0655
H 4.6483 -1.9144 -4.7418
H 4.6281 -0.2122 -6.4256
C -1.4198 -1.5641 -9.1783
C -1.3895 -0.0555 -9.4503
C -1.8941 0.8354 -8.3076
O -0.0084 0.2919 -9.7037
H -2.3392 -2.1457 -9.1110
H -0.8400 -1.7376 -8.2717
H -0.8900 -2.1043 -9.9629
H -1.8766 0.1666 -10.3998
H -1.8352 1.8612 -8.6714
H -1.2928 0.8328 -7.3985
H -2.9503 0.5834 -8.2128
H 0.4056 0.3795 -8.8420
C -0.9296 1.1446 7.0541
C -1.6447 -0.1916 7.4540
C -1.5988 -0.3555 8.9359
O -2.9419 -0.0795 6.8596
H -1.0187 1.2536 5.9732
H 0.1443 1.1488 7.2405
H -1.4474 1.9228 7.6147
H -1.1612 -1.0455 6.9794
H -2.1890 -1.2233 9.2302
H -2.1143 0.4758 9.4167
H -0.6329 -0.3962 9.4393
H -3.5224 -0.6216 7.3987
C -5.5522 -4.9766 -1.5599
C -4.3710 -4.9649 -0.5662
O -3.1566 -4.8840 -1.3449
H -6.4710 -5.3574 -1.1140
H -5.3960 -5.6776 -2.3798
H -5.7510 -4.0719 -2.1344
H -4.2389 -5.8931 -0.0102
H -4.4742 -4.2240 0.2267
H -3.2217 -4.0602 -1.8334
C -0.8722 -0.4646 0.8409
C -1.6696 -0.0161 -0.3292
O -1.4873 -0.7606 -1.5150
H -0.9957 0.2205 1.6797
H 0.1706 -0.3003 0.5696
H -1.0768 -1.5098 1.0728
H -1.4907 1.0427 -0.5162
H -2.6866 -0.0920 0.0556
H -0.6942 -0.4185 -1.9340
```

The calculation puts the largest force on an atom at 2.545 eV/Å. The highest occupied orbital energy comes out at -10.1 eV. Its energy relative to the best compared isomer or geometry (same formula, charge and spin) is 337.8 kJ/mol. Its spin multiplicity is 1. Its SMILES is CC(C)O.CC(C)O.CC(C)O.CC(C)O.CC(C)O.CC(C)O.CC(C)O.CCO.CCO.



Entry 4:
Below is one molecule with the formula H5NO3SSi, with properties calculated with the ωB97M-V functional and the def2-TZVPD basis.

Structure (XYZ):
```
11
Properties=species:S:1:pos:R:3
N 0.4089 -1.8110 -0.3776
O 0.8397 0.4607 0.3725
O 0.8643 0.0639 -2.0816
O -1.1935 -0.0208 -0.7980
Si -0.3341 1.3579 1.0802
S 0.2640 -0.2615 -0.8334
H -0.4891 -2.0672 -0.2096
H 0.7112 -2.4769 -1.0676
H -1.2335 0.3246 1.5156
H 0.7494 1.7618 2.1090
H -0.5874 2.6686 0.2904
```

The calculation puts the largest force on an atom at 4.066 eV/Å. The highest occupied orbital energy comes out at -11.0 eV. Its energy relative to the best compared isomer or geometry (same formula, charge and spin) is 56.3 kJ/mol. Its spin multiplicity is 1.



Entry 5:
Below is one molecule with the formula C6H5NS, with properties calculated with the ωB97M-V functional and the def2-TZVPD basis.

Structure (XYZ):
```
13
Properties=species:S:1:pos:R:3
C -1.6684 -1.6003 2.2824
C -1.0361 -1.2124 1.2889
C -0.1724 -0.8937 0.1462
C 0.5651 0.4568 0.2947
C 0.7141 0.6279 -1.2783
C 0.7274 1.9889 -1.7933
N 0.7121 3.0989 -2.1434
S -0.8460 -0.3994 -1.6544
H -2.3161 -2.0307 3.0682
H 0.4661 -1.7217 -0.0691
H -0.1484 1.1944 0.6948
H 1.4707 0.4266 0.9186
H 1.5320 0.0647 -1.7552
```

The calculation puts the largest force on an atom at 3.233 eV/Å. The highest occupied orbital energy comes out at -9.6 eV. Its energy relative to the best compared isomer or geometry (same formula, charge and spin) is 202.0 kJ/mol. Its spin multiplicity is 1. Its SMILES is C#C[C@@H]1C[C@H](C#N)S1.